(1)
126
Properties=species:S:1:pos:R:3:mulliken_charge:R:1 method="wB97M-V/def2-TZVPD" e_homo_ev=-9.8 fmax_ev_per_a=9.3 e_tot_ev=-105314.185 molar_mass_g_mol=842.81 lumo_energy_ev=-1.18 spin_multiplicity=1 smiles="CCCCCCCCCO[P@](=O)(O)OCOCCC.CCOP(=O)(OCC)OCC.CCOP(=O)(OCC)OCC.CCOP(=O)(OCC)OCC"
C -1.945 -14.239 -3.479 -1.21
C -2.318 -12.744 -3.384 -0.29
C -1.144 -11.767 -3.585 -0.87
C -0.317 -11.443 -2.321 -0.56
C 0.137 -12.644 -1.471 -0.60
C -0.848 -13.130 -0.393 -0.78
C -1.332 -12.005 0.541 -0.59
C -0.186 -11.156 1.124 -0.53
C -0.602 -10.620 2.500 -0.81
O -1.652 -9.645 2.255 -0.07
P -1.694 -8.438 3.265 0.74
O -0.955 -8.608 4.517 -0.71
O -3.258 -8.284 3.596 -0.55
O -1.173 -7.158 2.437 -0.33
C -2.037 -6.005 2.605 -0.53
O -1.446 -4.877 2.076 -0.39
C -0.784 -4.074 3.043 -0.49
C -1.677 -2.983 3.692 -0.39
C -3.171 -3.069 3.338 -0.79
H -2.350 -14.802 -2.636 0.29
H -2.360 -14.653 -4.400 0.37
H -0.871 -14.423 -3.506 0.31
H -3.111 -12.538 -4.106 0.44
H -2.752 -12.518 -2.404 0.16
H -0.517 -12.137 -4.404 0.34
H -1.550 -10.810 -3.932 0.36
H -0.834 -10.674 -1.746 0.31
H 0.602 -10.970 -2.688 0.26
H 0.443 -13.475 -2.109 0.36
H 1.049 -12.332 -0.951 0.43
H -1.716 -13.646 -0.804 0.18
H -0.312 -13.864 0.223 0.39
H -2.010 -12.406 1.298 0.70
H -1.940 -11.331 -0.073 0.08
H 0.750 -11.718 1.192 0.44
H 0.003 -10.301 0.468 0.26
H -1.053 -11.459 3.030 0.33
H 0.260 -10.211 3.020 0.45
H -3.289 -7.712 4.375 0.36
H -2.177 -5.845 3.682 0.46
H -2.972 -6.179 2.073 0.44
H -0.280 -4.666 3.813 0.29
H 0.017 -3.560 2.506 0.40
H -1.328 -2.009 3.344 0.32
H -1.572 -3.005 4.778 0.34
H -3.392 -2.583 2.387 -0.01
H -3.701 -2.468 4.085 0.36
H -3.605 -4.066 3.395 0.30
C -2.535 -1.302 -0.698 -0.98
C -4.044 -1.134 -0.693 -0.41
O -4.425 0.123 -0.126 -0.27
P -4.305 1.466 -1.025 1.01
O -5.338 1.349 -2.081 -0.78
O -4.998 2.537 0.001 -0.31
C -6.034 3.416 -0.438 -0.32
C -7.394 2.890 -0.031 -1.26
O -2.816 1.862 -0.489 -0.21
C -2.100 2.937 -1.149 -0.39
C -2.553 4.305 -0.678 -1.02
H -2.066 -0.592 -1.382 0.33
H -2.259 -2.310 -1.013 0.42
H -2.125 -1.115 0.295 0.18
H -4.449 -1.231 -1.705 0.31
H -4.500 -1.910 -0.079 0.35
H -5.980 3.578 -1.515 0.39
H -5.854 4.381 0.041 0.39
H -7.545 1.868 -0.381 0.30
H -8.189 3.519 -0.436 0.37
H -7.484 2.873 1.056 0.30
H -2.204 2.841 -2.232 0.31
H -1.047 2.793 -0.907 0.34
H -3.519 4.568 -1.110 0.27
H -1.842 5.075 -0.980 0.41
H -2.662 4.330 0.405 0.27
C 2.426 5.274 2.201 -0.88
C 0.946 5.476 2.482 -0.17
O 0.676 6.759 3.042 -0.41
P 0.631 8.078 2.051 1.16
O -0.715 7.769 1.458 -0.71
O 0.125 9.193 3.154 -0.38
C -0.982 10.054 2.882 -0.36
C -2.239 9.542 3.554 -1.22
O 2.183 8.367 2.561 -0.23
C 2.961 9.410 1.917 -0.20
C 2.617 10.792 2.441 -1.04
H 2.770 5.936 1.403 0.09
H 2.622 4.245 1.895 0.43
H 3.018 5.501 3.088 0.23
H 0.357 5.335 1.569 0.17
H 0.605 4.742 3.212 0.33
H -1.131 10.175 1.808 0.37
H -0.726 11.038 3.283 0.41
H -2.443 8.508 3.278 0.27
H -3.100 10.154 3.281 0.38
H -2.124 9.567 4.639 0.31
H 2.830 9.358 0.834 0.27
H 4.005 9.184 2.131 0.27
H 1.664 11.140 2.041 0.20
H 3.380 11.512 2.143 0.43
H 2.534 10.786 3.527 0.28
C 8.357 8.163 -0.791 -1.08
C 6.890 8.005 -0.432 -0.23
O 6.043 8.115 -1.580 -0.30
P 5.898 6.848 -2.580 1.12
O 5.156 5.811 -1.823 -0.76
O 4.734 7.426 -3.576 -0.34
C 3.572 6.652 -3.876 -0.34
C 2.403 7.103 -3.029 -1.08
O 7.069 7.339 -3.602 -0.30
C 7.521 6.429 -4.637 -0.36
C 6.587 6.410 -5.832 -0.96
H 8.704 7.327 -1.402 0.25
H 8.970 8.203 0.110 0.41
H 8.514 9.073 -1.370 0.26
H 6.716 7.049 0.070 0.31
H 6.590 8.798 0.252 0.26
H 3.765 5.587 -3.746 0.39
H 3.347 6.809 -4.933 0.40
H 2.655 7.088 -1.969 0.14
H 1.533 6.464 -3.191 0.38
H 2.129 8.130 -3.277 0.31
H 7.647 5.427 -4.222 0.33
H 8.504 6.783 -4.943 0.33
H 5.680 5.846 -5.614 0.20
H 7.073 5.933 -6.685 0.41
H 6.289 7.420 -6.109 0.28

(2)
24
Properties=species:S:1:pos:R:3:nbo_charge:R:1 method="wB97M-V/def2-TZVPD" e_homo_ev=-9.6 fmax_ev_per_a=2.7 e_tot_ev=-10574.944 molar_mass_g_mol=120.19 lumo_energy_ev=0.50 spin_multiplicity=1 smiles="C=C(C)CCC.O.O" de_lowest_kcal_mol=36.84
C 0.194 -1.480 0.984 -0.47
C 0.002 -0.304 0.375 0.07
C -1.274 0.457 0.128 -0.65
C 1.234 0.340 -0.329 -0.45
C 1.187 1.856 -0.497 -0.42
C 1.084 2.640 0.818 -0.62
H -0.553 -2.030 1.522 0.20
H 1.190 -1.822 1.232 0.20
H -1.374 0.806 -0.937 0.23
H -2.191 -0.058 0.381 0.19
H -1.326 1.349 0.750 0.23
H 1.390 -0.250 -1.257 0.24
H 2.103 0.061 0.287 0.21
H 0.535 2.284 -1.266 0.21
H 2.162 2.112 -1.027 0.21
H 0.078 2.574 1.245 0.19
H 1.212 3.731 0.793 0.22
H 1.667 2.205 1.618 0.21
O 0.026 -2.311 -2.611 -0.92
H -0.822 -2.746 -2.408 0.46
H 0.414 -2.752 -1.829 0.46
O -2.640 -2.343 0.898 -0.92
H -1.839 -2.818 0.661 0.46
H -2.459 -1.500 0.467 0.46